Entry 1:
8
Properties=species:S:1:pos:R:3:forces:R:3:mulliken_charge:R:1 method="wB97M-V/def2-TZVPD" e_lumo_ha="-0.311 / -0.311" homo_lumo_gap_ev="3.46 / 7.27" charge=+1 fmax_ev_per_a=14.090 e_tot_ha=-1875.297837 spin_multiplicity=2 de_lowest_kj_mol=809.29
Cu -4.403677 -0.708956 0.544696 -9.558 0.354 -5.660 0.068
O -2.515783 0.434960 0.080089 2.922 -0.037 0.819 -0.635
O -0.454700 -1.433806 0.809734 1.335 9.991 3.964 -0.205
C -0.436774 -0.162292 1.135847 -0.740 -13.696 -3.225 0.117
C -1.277271 0.796144 0.423411 -0.414 4.069 -1.070 0.290
Li -3.152419 -0.757609 1.290355 8.977 -0.561 5.553 0.678
H -1.106082 1.805493 0.867313 -0.422 -0.434 -0.572 0.421
H -0.247233 0.680779 -0.292202 -2.101 0.313 0.192 0.266

Entry 2:
9
Properties=species:S:1:pos:R:3:forces:R:3:mulliken_charge:R:1 method="wB97M-V/def2-TZVPD" e_lumo_ha="-0.029 / -0.071" homo_lumo_gap_ev="7.65 / 6.60" fmax_ev_per_a=3.932 e_tot_ha=-1263.431496 spin_multiplicity=7 de_lowest_kj_mol=0.00
Dy -0.104124 -0.372305 -2.545774 0.362 0.613 2.470 1.395
O -0.603625 1.171782 -1.031207 0.178 -0.860 -1.947 -0.801
O 1.672377 -1.487908 1.316427 -0.193 1.018 -0.943 -0.649
O 0.483651 0.316972 0.908633 -0.964 0.848 -0.841 -0.350
O 0.810210 -1.280229 -0.690396 -1.121 0.561 -3.236 -0.720
C -0.763457 0.811077 0.250029 0.711 -0.249 1.410 -0.185
C 1.039465 -0.835805 0.481715 0.771 -1.748 3.437 0.841
H -1.019481 1.666907 0.901038 0.070 -0.306 -0.238 0.198
H -1.515017 0.009509 0.409534 0.186 0.125 -0.111 0.271